1.
ORCA calculation (ωB97M-V/def2-TZVPD) on 2 unconnected molecules or ions with the total composition C9H19ClN4O3.

- E_tot (a.u.) = -1259.00561
- total charge = 0

```
36
C9H19ClN4O3 | the Open Molecules 2025 dataset | ωB97M-V/def2-TZVPD
N -2.5083 -2.2129 0.2600
C -2.0138 -0.9460 -0.3513
C -0.6439 -1.0673 -1.1741
O -0.5234 0.2428 -1.7607
C -0.4946 -2.3259 -2.2007
N 0.4484 -3.2785 -1.4927
C 1.4340 -2.4116 -0.7491
N 2.7248 -2.7196 -0.5043
N 0.6510 -1.2321 -0.4651
C 0.8628 -0.5165 0.8206
C 1.3294 -1.4836 2.0348
O 2.5354 -1.6026 2.3869
Cl 0.0925 -2.4664 2.9892
H -2.1625 -2.3633 1.2151
H -2.3808 -3.0337 -0.3440
H -2.8185 -0.6049 -1.1107
H -2.0069 -0.1379 0.4646
H -0.9672 0.2937 -2.6360
H 0.2259 -1.8849 -2.9933
H -1.4432 -2.7687 -2.6508
H -0.1610 -3.6562 -0.7300
H 3.1215 -3.0266 0.3916
H 3.3843 -2.5921 -1.2970
H 1.7545 0.2052 0.6554
H -0.0093 0.1421 1.1670
C 0.5271 3.3953 1.8145
C -0.0708 3.1886 0.4094
C -0.5637 4.5439 -0.1313
O -1.1299 2.3767 0.5203
H -0.2034 3.8040 2.5209
H 0.9069 2.4540 2.2290
H 1.3703 4.0976 1.7740
H 0.7768 2.8941 -0.2399
H -1.3318 4.9920 0.5082
H -0.9805 4.4437 -1.1390
H 0.2680 5.2577 -0.1914
```

---

2.
ORCA calculation (ωB97M-V/def2-TZVPD) on 2 unconnected molecules or ions with the total composition C2H6ClO2P.

- ΔE to the lowest compared entry with this formula, charge and spin (kcal per mole) = 25.9
- 2S+1 = 3
- E_tot (a.u.) = -1031.69440
- total charge = 0

```
12
C2H6ClO2P | the Open Molecules 2025 dataset | ωB97M-V/def2-TZVPD
C -0.7466 -0.0468 1.2570
C 0.2596 -1.0855 0.9552
O -2.2284 1.8891 -0.0063
O -0.1207 1.1727 -1.2488
P -1.0301 0.8465 -0.0962
Cl 3.5870 -0.2087 -2.6002
H -1.4719 0.0433 1.9699
H -0.0330 -2.2105 0.9726
H 1.0785 -0.9825 1.7720
H 0.5498 -1.0237 -0.0107
H -2.3253 2.3509 -0.8163
H 2.4811 -0.7447 -2.1483
```

---

3.
ORCA calculation (ωB97M-V/def2-TZVPD) on 8 unconnected molecules or ions with the total composition C13H34BrIN5O10.

- E_tot (a.u.) = -4413.01085
- total charge = +1

```
64
C13H34BrIN5O10 | the Open Molecules 2025 dataset | ωB97M-V/def2-TZVPD
C -0.4258 -4.2212 1.5785
C -0.3057 -4.4839 -0.0486
C -1.2959 -3.4681 -0.9331
Br -3.2540 -3.8665 -0.5217
C -1.0726 -1.8987 -0.5191
N -1.7807 -1.3886 0.7427
C -1.3357 0.0569 0.6839
N -1.8006 0.8848 1.6627
C -1.5680 2.3613 1.8380
C -0.0676 2.7166 2.4862
O 0.3945 3.9775 1.8863
C 1.7540 4.2517 2.3772
C 2.6638 5.4899 1.7350
O 2.3269 3.5272 3.3592
N -0.4268 0.4486 -0.4407
C 0.2731 1.7058 -0.8641
C 1.8054 1.8262 -0.2042
N 2.6921 2.7745 -0.6986
N -0.3116 -0.7616 -1.1632
C 0.4316 -1.0685 -2.4427
C 2.0392 -0.7504 -2.4120
O 2.5071 0.1548 -3.3158
I 3.5229 -1.6536 -1.0823
H -0.0342 -3.1214 1.8031
H 0.2018 -4.9974 2.2222
H -1.5483 -4.2437 1.9674
H -0.6002 -5.6080 -0.2258
H 0.7963 -4.2167 -0.3546
H -1.1245 -3.7136 -2.0642
H -2.4122 0.4213 2.4019
H -1.8059 3.0182 0.8780
H -2.3367 2.7540 2.6633
H 0.6465 1.8018 2.3376
H -0.2077 2.8374 3.6651
H 2.9834 6.2450 2.5975
H 3.6663 5.1039 1.2509
H 1.9477 6.0248 0.9562
H -0.2890 2.7088 -0.6513
H 0.4661 1.6899 -2.0424
H 2.1781 1.1691 0.6900
H 2.1850 3.2773 -1.4745
H -0.0501 -0.3830 -3.2936
H 0.2962 -2.1750 -2.8243
O -1.5490 6.4568 2.6342
H -1.0563 5.7301 2.2241
H -2.1821 6.7248 1.9513
O 3.0484 -5.2173 0.7758
H 2.9620 -4.2847 0.5271
H 3.6312 -5.5877 0.0960
O -5.6374 -1.6260 0.6548
H -4.6815 -1.7234 0.5290
H -5.9905 -2.5062 0.4562
O -4.8125 -1.8358 -2.7147
H -4.6384 -2.6653 -2.2451
H -5.0850 -1.2235 -2.0148
O 2.2141 -3.0504 -4.7505
H 2.1277 -2.1179 -4.9992
H 2.7969 -3.4209 -5.4303
O 2.6147 8.1972 0.2741
H 1.8959 8.8455 0.2307
H 3.2819 8.5464 -0.3358
O -0.3623 -7.7777 -0.6966
H -0.8196 -8.5937 -0.9495
H 0.5175 -8.0778 -0.4227
```

---

4.
ORCA calculation (ωB97M-V/def2-TZVPD) on a molecular structure, C30H52FN2PReSi.

- 2S+1 = 4
- E_tot (a.u.) = -2092.33069
- total charge = +2

```
88
C30H52FN2PReSi | the Open Molecules 2025 dataset | ωB97M-V/def2-TZVPD
Re 0.6836 0.4127 0.1139
C 3.2676 1.2439 -2.2531
Si 1.5313 1.6345 -2.7819
C 1.1859 3.4234 -2.5349
C 1.3105 1.0730 -4.5198
N 0.3127 0.7264 -1.7038
C -0.8973 0.1942 -2.2922
C -1.5516 0.8377 -3.3365
C -2.6893 0.2838 -3.9026
C -3.1935 -0.9238 -3.4355
C -2.5750 -1.5685 -2.3723
C -1.4658 -0.9764 -1.8280
F -0.8494 -1.5915 -0.7601
H 3.8423 2.1766 -2.2860
H 3.7131 0.5566 -2.9770
H 3.4039 0.8039 -1.2674
H 1.6430 3.9732 -3.3671
H 1.6456 3.7909 -1.6121
H 0.1225 3.6753 -2.5215
H 2.2960 1.1280 -4.9929
H 0.6288 1.7071 -5.0912
H 0.9585 0.0400 -4.5940
H -1.1800 1.7913 -3.6960
H -3.1825 0.8012 -4.7156
H -4.0680 -1.3660 -3.8939
H -2.9380 -2.5076 -1.9734
C 3.9097 -0.8303 5.2207
C 3.5568 -0.0845 3.9602
C 3.7805 1.2952 3.8625
C 3.5064 2.0040 2.7067
C 3.8020 3.4801 2.6059
C 3.0055 1.2931 1.6110
C 2.7551 -0.0788 1.6936
C 3.0191 -0.7604 2.8757
N 2.1466 -0.7159 0.5533
C 2.5228 -2.1117 0.0749
C 4.0063 -2.3529 0.3693
C 2.3099 -2.1834 -1.4344
C 1.6382 -3.1529 0.7588
H 3.7108 -0.2274 6.1058
H 4.9746 -1.0731 5.2263
H 3.3570 -1.7661 5.3042
H 4.2033 1.8200 4.7147
H 4.8792 3.6560 2.5975
H 3.3953 4.0210 3.4618
H 3.3884 3.9150 1.6950
H 2.8925 1.8105 0.6619
H 2.7938 -1.8141 2.9686
H 4.6013 -1.4529 0.1936
H 4.3702 -3.1286 -0.3046
H 4.1855 -2.6889 1.3905
H 2.9842 -1.5045 -1.9603
H 1.2805 -1.9614 -1.7245
H 2.5253 -3.1990 -1.7665
H 1.6717 -3.0736 1.8457
H 1.9818 -4.1530 0.4880
H 0.5986 -3.0559 0.4353
C -1.6418 3.5908 -0.1487
C -1.0121 3.3316 1.2268
C 0.3926 3.9315 1.3341
P -0.9805 1.5384 1.5814
C -2.6938 0.9226 1.3978
C -3.7277 1.7862 2.1267
C -2.8510 -0.5617 1.7666
C -0.2613 1.3012 3.2553
C -0.9557 2.1223 4.3426
C -0.1637 -0.1814 3.6457
H -1.5273 4.6444 -0.4086
H -2.7086 3.3632 -0.1635
H -1.1595 3.0014 -0.9331
H -1.6488 3.7661 1.9979
H 1.1010 3.4218 0.6715
H 0.7918 3.8921 2.3492
H 0.3628 4.9792 1.0288
H -2.8551 1.0321 0.3194
H -3.7005 1.6160 3.2015
H -4.7197 1.4991 1.7755
H -3.6161 2.8538 1.9413
H -3.0276 -0.6749 2.8361
H -1.9929 -1.1748 1.5004
H -3.7201 -0.9721 1.2481
H 0.7563 1.6842 3.1275
H -1.9734 1.7762 4.5196
H -0.9861 3.1885 4.1150
H -0.4023 2.0034 5.2764
H -1.1280 -0.5697 3.9728
H 0.5397 -0.2895 4.4716
H 0.1922 -0.8267 2.8364
```

---

5.
ORCA calculation (ωB97M-V/def2-TZVPD) on a single C3H4Cl2 molecule.

- ΔE to the lowest compared entry with this formula, charge and spin (kcal per mole) = 68.1
- E_tot (a.u.) = -1036.96324
- total charge = 0
- SMILES string = C/C(Cl)=C/Cl

```
9
C3H4Cl2 | the Open Molecules 2025 dataset | ωB97M-V/def2-TZVPD
C 1.1329 -1.0249 0.1309
C 0.2611 0.4842 0.0041
C -1.2025 0.3898 -0.0940
Cl 2.7503 -0.9135 -0.1300
Cl 1.0438 1.9604 0.2215
H 0.7625 -1.9925 -0.0405
H -1.6016 1.4056 0.2045
H -1.4380 -0.3498 0.7233
H -1.7085 0.0408 -1.0199
```

---

6.
ORCA calculation (ωB97M-V/def2-TZVPD) on a single C5H9ISi molecule.

- ΔE to the lowest compared entry with this formula, charge and spin (kcal per mole) = 13.5
- E_tot (a.u.) = -783.01527
- total charge = 0
- SMILES string = C=C[SiH](C=C)CI

```
16
C5H9ISi | the Open Molecules 2025 dataset | ωB97M-V/def2-TZVPD
C -2.5964 0.1032 -0.6723
C 1.7594 1.4485 1.5724
C -1.8152 -0.0871 0.3090
C 1.1393 1.1578 0.4290
C 0.5734 -1.3553 -1.3742
Si 0.1063 -0.3940 0.3574
I 2.6531 -1.9185 -1.3078
H -3.6610 0.2217 -0.4278
H -2.2980 0.4502 -1.7129
H 2.4506 2.3519 1.8474
H 1.7258 0.6832 2.3345
H -2.2058 -0.4471 1.2064
H 1.0899 1.8375 -0.4760
H 0.0309 -2.2065 -1.4483
H 0.4247 -0.6912 -2.2642
H 0.6230 -1.1544 1.6273
```